No. 1
The following is a DFT calculation (the ωB97M-V functional and the def2-TZVPD basis) of a cluster of 2 separate species, C2H8ClN2OP in total at a distorted geometry.

Geometry as XYZ:
```
15
Properties=species:S:1:pos:R:3:mulliken_charge:R:1
C 1.160 -1.304 0.639 -0.853
C 1.256 0.190 0.673 -0.309
N -0.784 1.300 -1.513 -0.601
N -1.991 -0.392 -0.090 -0.547
O -1.571 2.012 0.884 -0.627
P -1.045 0.910 0.072 0.790
Cl 2.400 0.753 -0.530 -0.195
H 0.950 -1.663 -0.525 0.188
H 0.388 -1.528 1.423 0.234
H 2.216 -1.753 0.942 0.352
H 1.528 0.572 1.612 0.423
H -0.579 2.221 -1.482 0.254
H -0.005 0.807 -2.134 0.297
H -2.095 -1.017 0.770 0.294
H -1.828 -1.108 -0.741 0.300
```

Energy above the lowest of the compared OMol25 structures with the same formula, charge and spin (kcal per mole): 51.8
F_max (eV/Å): 4.88
Orbital gap (Ha): 0.3338
LUMO level (eV): 0.405

No. 2
The following is a DFT calculation (the ωB97M-V functional and the def2-TZVPD basis) of a structure of composition C31H55BrNOsP3 at a distorted geometry.

Geometry as XYZ:
```
92
Properties=species:S:1:pos:R:3:mulliken_charge:R:1
N -1.169 -6.079 -2.869 -0.470
C 0.088 -5.784 -2.536 -0.677
C 0.391 -4.686 -1.721 -0.644
C -0.647 -3.879 -1.218 0.635
C -1.965 -4.249 -1.516 -0.186
C -2.167 -5.348 -2.382 -0.570
C -0.255 -2.771 -0.242 -0.732
Os -0.578 -0.852 -0.235 0.004
P -1.772 1.459 2.180 0.279
C -1.261 -2.326 0.778 -1.057
C -0.933 -2.528 2.225 1.376
C -1.995 -2.560 3.156 -1.020
C -1.739 -2.366 4.506 -0.058
C -0.428 -2.091 4.923 -0.478
C 0.647 -2.341 4.037 -0.519
C 0.380 -2.605 2.690 -0.383
Br -0.136 -1.408 6.593 0.234
H 0.752 -3.047 0.122 0.607
H -2.319 -2.522 0.565 1.004
H 1.423 -4.506 -1.441 0.429
H -2.834 -3.739 -1.114 0.408
H 0.897 -6.419 -2.916 0.417
H -3.171 -5.680 -2.673 0.428
H -3.020 -2.614 2.808 0.640
H 1.207 -2.804 2.002 0.656
H -2.556 -2.340 5.230 0.497
H 1.681 -2.274 4.389 0.531
P -1.855 -0.281 -2.014 1.661
C -1.175 1.463 3.946 0.417
C -2.031 2.113 5.036 -1.267
H -0.210 1.989 3.933 0.466
H -0.967 0.406 4.190 -0.459
H -1.547 1.934 6.006 0.398
H -2.094 3.204 4.904 0.386
H -3.046 1.705 5.093 0.261
C -3.031 0.152 2.262 1.915
C -4.409 0.663 2.678 -1.568
H -2.635 -0.522 3.025 -0.556
H -3.056 -0.380 1.302 -0.606
H -5.169 -0.082 2.432 0.430
H -4.462 0.833 3.759 0.393
H -4.660 1.593 2.158 0.390
C -0.134 1.448 1.420 1.494
C 0.394 2.890 1.555 -1.393
H -0.245 1.126 0.334 -1.028
H 0.475 0.740 1.996 -0.077
H 1.214 3.089 0.864 0.262
H -0.407 3.617 1.356 0.501
H 0.756 3.078 2.573 0.462
C -1.254 1.202 -2.952 -0.260
C -2.196 1.850 -3.974 -1.313
H -0.324 0.892 -3.451 -0.008
H -0.974 1.941 -2.184 0.252
H -2.395 1.189 -4.830 0.341
H -3.154 2.149 -3.529 0.335
H -1.707 2.756 -4.355 0.450
C -3.542 0.238 -1.442 -0.069
C -4.638 -0.803 -1.665 -1.298
H -3.798 1.179 -1.944 0.615
H -3.434 0.482 -0.374 -0.442
H -4.901 -0.885 -2.729 0.381
H -4.345 -1.801 -1.305 0.224
H -5.547 -0.506 -1.125 0.461
C -2.157 -1.514 -3.363 -1.019
C -0.891 -1.951 -4.094 -1.420
H -2.893 -1.083 -4.060 0.745
H -2.636 -2.384 -2.890 0.404
H -1.097 -2.866 -4.667 0.424
H -0.529 -1.186 -4.796 0.325
H -0.084 -2.180 -3.384 0.233
C 1.853 2.326 -1.486 -1.216
C 2.191 0.924 -1.970 -0.884
P 1.667 -0.510 -0.922 1.162
C 2.482 -1.927 -1.809 0.209
C 3.795 -1.668 -2.549 -1.519
C 2.657 -0.502 0.637 -0.078
C 4.057 0.094 0.565 -1.398
H 0.867 2.388 -1.018 -0.055
H 1.846 3.021 -2.335 0.446
H 2.610 2.698 -0.782 0.357
H 1.724 0.745 -2.950 0.450
H 3.275 0.845 -2.125 0.758
H 2.640 -2.713 -1.058 0.479
H 1.729 -2.319 -2.504 -0.171
H 4.577 -1.273 -1.889 0.210
H 4.165 -2.623 -2.941 0.444
H 3.663 -0.996 -3.403 0.407
H 2.072 0.026 1.399 -0.134
H 2.723 -1.546 0.974 0.328
H 4.063 1.125 0.195 0.271
H 4.475 0.126 1.577 0.440
H 4.739 -0.511 -0.039 0.298
```

Multiplicity: 5
Total charge: +4
Energy above the lowest of the compared OMol25 structures with the same formula, charge and spin (kcal per mole): 84.8
F_max (eV/Å): 4.56
⟨S²⟩: 6.032
Orbital gap (spin up / spin down) (Ha): 0.2012 / 0.1281
LUMO level (spin up / spin down) (eV): -13.388 / -15.365

No. 3
The following is a DFT calculation (the ωB97M-V functional and the def2-TZVPD basis) of a structure of composition C25H15Co2O6 at a distorted geometry.

Geometry as XYZ:
```
48
Properties=species:S:1:pos:R:3:mulliken_charge:R:1
O -0.071 -1.565 3.955 -0.414
C -0.472 -0.574 3.512 0.118
Co -0.949 0.987 2.853 0.289
C -1.726 1.911 4.115 0.088
O -2.242 2.543 4.938 -0.394
C 0.653 1.645 2.678 0.067
O 1.693 2.094 2.455 -0.398
C -1.722 1.582 0.988 1.591
C -1.473 2.967 0.610 0.250
C -1.895 4.025 1.444 -0.291
C -1.401 5.314 1.241 -0.588
C -0.506 5.562 0.192 -0.462
C -0.243 4.559 -0.751 -0.505
C -0.769 3.277 -0.577 -0.500
C -1.612 0.396 0.233 -0.403
C -0.767 -0.285 -0.546 -0.731
Co -3.142 0.505 1.114 -0.059
C -4.203 0.074 -0.234 -0.051
O -4.873 -0.257 -1.108 -0.404
C -4.297 1.394 2.163 0.482
O -5.109 1.869 2.834 -0.404
C -3.106 -1.026 2.017 0.007
O -3.245 -2.050 2.539 -0.378
H -2.585 3.797 2.263 0.303
H -1.718 6.115 1.910 0.350
H -0.040 6.541 0.091 0.346
H 0.373 4.767 -1.627 0.352
H -0.608 2.484 -1.313 0.360
H -1.108 -1.219 -0.984 -0.006
H 0.275 0.020 -0.686 0.339
C 0.934 -4.550 -1.266 -1.095
C -0.128 -3.699 -1.662 -0.347
C 0.444 -2.561 -2.288 -1.177
C 1.877 -2.668 -2.275 0.818
C 2.194 -3.950 -1.627 0.679
C 3.453 -4.497 -1.395 -0.304
C 4.693 -3.963 -1.724 -0.511
C 4.996 -2.742 -2.327 -0.122
C 4.141 -1.735 -2.774 -0.564
C 2.753 -1.703 -2.764 -0.213
H 0.846 -5.515 -0.771 0.384
H -1.190 -3.880 -1.511 0.437
H -0.086 -1.715 -2.716 0.686
H 3.455 -5.471 -0.894 0.279
H 5.548 -4.598 -1.464 0.263
H 6.063 -2.545 -2.470 0.265
H 4.619 -0.847 -3.201 0.266
H 2.276 -0.811 -3.186 0.303
```

Total charge: -1
Energy above the lowest of the compared OMol25 structures with the same formula, charge and spin (kcal per mole): 0.0
F_max (eV/Å): 4.58
Orbital gap (Ha): 0.2047
LUMO level (eV): 1.458

No. 4
The following is a DFT calculation (the ωB97M-V functional and the def2-TZVPD basis) of a structure of composition C14H32N4O6Tl at a distorted geometry.

Geometry as XYZ:
```
57
Properties=species:S:1:pos:R:3:mulliken_charge:R:1
Tl 0.735 -0.672 -1.181 1.085
O 1.845 -3.383 -1.178 -0.372
C 2.566 -3.807 -0.049 -0.292
C 2.208 -3.145 1.421 -0.369
O 1.763 -1.782 1.583 -0.366
H 3.585 -3.486 -0.263 0.256
H 2.634 -4.894 -0.011 0.374
H 3.033 -3.380 2.094 0.375
H 1.493 -3.832 1.872 0.347
C -2.716 1.312 2.074 -0.748
C -1.278 1.341 1.721 0.617
O -0.844 1.055 0.651 -0.439
N -0.443 1.594 2.690 -0.205
C 1.017 1.577 2.414 -0.771
H -3.300 2.091 1.585 0.179
H -2.850 1.171 3.147 0.378
H -3.072 0.352 1.700 0.016
H -0.854 1.849 3.576 0.207
H 1.461 2.567 2.316 0.386
H 1.401 1.047 1.542 -0.038
H 1.488 0.999 3.208 0.401
C -1.183 1.541 -4.544 -1.354
C -1.852 1.608 -3.168 0.680
O -1.505 0.858 -2.307 -0.495
N -2.869 2.381 -2.987 -0.190
C -3.580 2.692 -1.742 -0.585
H -1.825 1.640 -5.419 0.405
H -0.808 0.549 -4.798 0.306
H -0.313 2.183 -4.682 0.328
H -3.094 2.953 -3.789 0.232
H -2.878 2.805 -0.915 0.108
H -4.209 1.821 -1.560 0.163
H -4.254 3.548 -1.776 0.394
C -2.492 -3.486 1.678 -1.172
C -2.507 -2.474 0.566 0.415
O -1.428 -2.071 0.139 -0.471
N -3.713 -2.054 0.153 -0.103
C -3.894 -1.037 -0.796 -0.644
H -1.671 -3.276 2.364 0.252
H -2.390 -4.476 1.232 0.292
H -3.305 -3.450 2.402 0.427
H -4.541 -2.320 0.666 0.278
H -3.759 -1.467 -1.788 0.298
H -3.329 -0.124 -0.612 -0.065
H -4.935 -0.733 -0.683 0.434
C 5.161 1.155 -1.378 -1.349
C 4.349 0.390 -0.398 0.808
O 3.639 -0.444 -0.931 -0.561
N 4.347 0.587 0.915 -0.158
C 4.810 1.777 1.613 -0.828
H 5.257 0.619 -2.323 0.328
H 6.131 1.552 -1.077 0.401
H 4.603 2.059 -1.621 0.310
H 3.612 0.035 1.336 0.221
H 5.621 2.301 1.107 0.323
H 5.102 1.533 2.634 0.260
H 3.829 2.250 1.578 0.290
```

Total charge: +1
Energy above the lowest of the compared OMol25 structures with the same formula, charge and spin (kcal per mole): 56.6
F_max (eV/Å): 6.45
Orbital gap (Ha): 0.1921
LUMO level (eV): -6.632

No. 5
The following is a DFT calculation (the ωB97M-V functional and the def2-TZVPD basis) of a cluster of 2 separate species, C2H10N2 in total at a distorted geometry.

Geometry as XYZ:
```
14
Properties=species:S:1:pos:R:3:mulliken_charge:R:1
N -1.222 2.134 0.004 -0.596
H -1.787 2.538 0.752 0.268
H -1.804 2.013 -0.817 0.248
H -0.864 1.246 0.333 0.195
C 0.088 -1.787 0.669 -0.779
N 0.546 -0.451 0.349 -0.037
C 0.837 -0.103 -1.025 -0.834
H -0.835 -2.025 0.148 0.349
H 0.884 -2.507 0.510 0.377
H -0.185 -1.799 1.728 0.331
H 1.322 -0.193 0.971 0.328
H 1.601 -0.795 -1.395 0.388
H 1.222 0.905 -1.093 0.398
H -0.076 -0.188 -1.606 0.363
```

Multiplicity: 2
Total charge: +1
Energy above the lowest of the compared OMol25 structures with the same formula, charge and spin (kcal per mole): 1.6
F_max (eV/Å): 2.83
⟨S²⟩: 0.755
Orbital gap (spin up / spin down) (Ha): 0.3899 / 0.1955
LUMO level (spin up / spin down) (eV): -3.473 / -8.583

Question: The highest F_max belongs to which entry?
Answer: C14H32N4O6Tl

Question: energy above the lowest of the compared OMol25 structures with the same formula, charge and spin of number 1 (C2H8ClN2OP)?
Answer: 51.8 kcal per mole

Question: Which of these has the lowest F_max?
Answer: C2H10N2

Question: Among the records above, which one has the lowest F_max?
Answer: C2H10N2